Entry 1:
38
Properties=species:S:1:pos:R:3:forces:R:3:nbo_charge:R:1 method="wB97M-V/def2-TZVPD" spin_multiplicity=3 total_charge=+1 energy_ha=-5216.990783 lumo_energy_ev="-4.21 / -3.79" s_squared=2.022 homo_energy_ev="-11.446 / -11.487"
V 0.357849 0.047588 -1.021927 0.3 -0.7 0.4 1.28
Cl 0.574877 2.637030 1.754644 0.0 0.0 0.0 0.05
C 1.936461 1.667770 1.309602 -0.1 -0.1 0.0 -0.06
C 1.753370 0.710199 0.328848 0.0 0.1 0.0 -0.47
C 2.850639 -0.041976 -0.017028 0.0 0.1 0.0 0.04
Cl 2.534338 -1.223450 -1.319077 0.0 0.1 0.0 0.07
C 4.114940 0.084855 0.533528 0.0 0.0 0.1 -0.14
Cl 5.416644 -0.898064 0.021999 0.0 0.0 0.0 0.10
C 4.262114 1.046680 1.536809 0.0 0.0 0.0 -0.07
Cl 5.784099 1.248376 2.287854 0.0 0.0 0.0 0.11
C 3.172570 1.841977 1.927249 0.0 0.0 0.0 -0.08
Cl 3.370386 3.016804 3.153929 0.0 0.0 0.0 0.10
Cl -4.446375 0.227635 -1.434950 0.0 0.0 0.0 0.07
C -3.577866 -0.724689 -0.302398 0.1 0.0 0.1 -0.07
C -4.278453 -1.495533 0.654827 0.0 0.0 0.0 -0.21
C -3.610146 -2.259920 1.565536 0.0 0.0 0.0 -0.03
Cl -4.493811 -3.190002 2.718110 0.0 0.0 0.0 0.05
C -2.188375 -2.303810 1.580858 0.0 0.0 0.0 -0.04
C -1.387352 -3.049952 2.466130 0.0 0.0 0.0 -0.09
C -0.022200 -2.982622 2.355680 0.0 0.0 0.0 -0.26
C 0.555719 -2.173134 1.368673 0.0 0.0 0.0 0.11
N -0.162486 -1.466898 0.518985 0.0 0.1 -0.1 -0.51
C -1.518647 -1.528698 0.622442 -0.1 0.0 0.0 0.10
C -2.211925 -0.738647 -0.317243 -0.1 -0.1 0.0 0.30
O -1.430260 -0.068243 -1.178497 -0.3 0.4 -0.2 -0.74
H -5.358967 -1.471597 0.653731 0.0 0.0 0.0 0.26
H -1.854775 -3.664631 3.223155 0.0 0.0 0.0 0.25
H 0.620440 -3.540802 3.020583 0.0 0.0 0.0 0.25
H 1.632864 -2.103326 1.279233 0.0 0.0 0.0 0.21
C 0.203402 1.648539 -4.501232 0.0 0.0 0.0 -0.85
Te 0.958423 2.202534 -2.588451 0.0 0.2 -0.3 0.66
C -0.753454 3.330385 -2.012267 0.0 0.0 0.0 -0.84
H -0.786333 1.214229 -4.391539 0.0 0.0 0.0 0.24
H 0.888068 0.926887 -4.939370 0.0 0.0 0.0 0.24
H 0.165503 2.539056 -5.121986 0.0 0.0 0.0 0.25
H -0.757362 4.258572 -2.575803 0.0 0.0 0.0 0.25
H -0.670705 3.537620 -0.948223 0.0 0.0 0.0 0.25
H -1.643214 2.739262 -2.212415 0.0 0.0 0.0 0.24

=====

Entry 2:
14
Properties=species:S:1:pos:R:3:forces:R:3:nbo_charge:R:1 method="wB97M-V/def2-TZVPD" spin_multiplicity=1 e_above_lowest_kj_mol=467.60 energy_ha=-398.859561 lumo_energy_ev=0.82 homo_energy_ev=-9.114
C 0.941961 0.609179 -0.340094 -2.3 -0.2 0.7 0.26
C -0.914381 0.515787 0.174412 2.2 0.9 -0.7 -0.02
C -1.148538 -0.893096 -0.007179 1.6 -1.2 -0.8 -0.18
N 1.064436 -0.528487 -1.112823 0.5 -0.1 -0.8 -0.31
O 0.453385 -1.575967 -0.512607 -1.9 0.8 0.8 -0.44
O 1.582041 0.528711 0.871893 0.3 0.0 0.3 -0.71
O -0.992440 1.014843 1.471052 -0.1 -0.1 0.2 -0.72
H 1.614989 -0.417819 1.094183 0.0 0.1 0.0 0.50
H -0.092255 1.081923 1.827930 0.0 -0.1 -0.1 0.49
H 0.769951 -0.401176 -2.080873 -0.1 0.0 0.2 0.35
H 1.151625 1.548800 -0.842344 0.0 -0.1 0.0 0.19
H -1.383766 1.187550 -0.542896 -0.2 -0.1 0.1 0.18
H -1.710772 -1.191775 -0.885802 0.0 0.0 0.1 0.20
H -1.336235 -1.478473 0.885147 -0.1 0.0 -0.1 0.22